Entry w
The following is a quantum chemistry calculation of C7H10O2 in the gas phase, from OMol25.

```
! RIJCOSX wB97M-V def2-TZVPD def2/J DEFGRID3
* xyz 0 1
C 1.4922 0.9348 0.7583
C 0.2088 0.1566 0.5790
C -0.3622 -0.3282 1.8934
C -0.5865 0.3591 -0.5419
C -0.1572 1.1560 -1.7426
C -1.4329 -0.7745 -0.9252
O -2.4708 -0.9012 -1.5127
C -0.3394 -1.9312 -0.5264
O -0.7237 -2.8029 0.2351
H 1.3043 1.8938 1.2538
H 2.1781 0.3742 1.4003
H 2.0069 1.1519 -0.1795
H -0.3714 0.4831 2.6289
H 0.2583 -1.1348 2.2936
H -1.3766 -0.7173 1.7917
H 0.2958 2.1017 -1.4378
H 0.5937 0.6145 -2.3309
H -1.0090 1.3540 -2.3984
H 0.4917 -1.9895 -1.2388
*
```

Output
LUMO ... -0.3 eV
E_HOMO ... -8.696 eV
Structure (SMILES) ... CC(C)=C(C)C(=O)C=O
HOMO-LUMO gap ... 8.442 eV



Entry x
The following is a quantum chemistry calculation of a molecular structure, C7H10O2, from OMol25.

```
! RIJCOSX wB97M-V def2-TZVPD def2/J DEFGRID3
* xyz 0 1
C -1.8205 -2.0531 1.2804
C -1.4928 -0.9106 1.3955
C -1.1358 0.4285 1.3097
C 1.7550 -1.1358 0.2144
C -0.8695 1.4535 -1.2483
C 0.6849 -0.5066 -0.6813
C 0.0946 0.8051 -0.2253
O -1.3565 1.4526 1.8710
O 1.1102 1.6145 0.2678
H -1.8454 -3.1549 1.3395
H 1.4123 -1.2579 1.2178
H 1.8336 -2.1481 -0.2703
H 2.6349 -0.6451 0.0835
H -0.2183 1.8040 -2.0545
H -1.3624 2.4609 -0.8593
H -1.5208 0.7505 -1.5899
H 1.3279 -0.2339 -1.6530
H -0.0636 -1.1822 -0.8274
H 0.8322 2.4587 0.4297
*
```

Output
LUMO ... 0.0 eV
E_HOMO ... -8.143 eV
HOMO-LUMO gap ... 8.153 eV



Decreasing stability: entry w, entry x



Entry w
The following is a quantum chemistry calculation of C5H5N in the gas phase, from OMol25.

```
! RIJCOSX wB97M-V def2-TZVPD def2/J DEFGRID3
* xyz 0 1
C -0.4744 -1.3120 0.1955
C 0.6048 -0.6963 0.7457
C 0.9852 0.6926 0.6011
N 0.2757 1.5609 -0.0238
C -0.4686 2.4029 -0.5061
C -1.6807 -0.9923 -0.4398
H -0.5687 -2.4034 0.3282
H 1.3261 -1.3198 1.2653
H 1.9275 1.0396 1.0215
H -0.3412 2.6188 -1.5749
H -1.7166 -1.5488 -1.4013
*
```

Output
LUMO (spin up / spin down) ... -0.3 / -1.1 eV
E_HOMO (spin up / spin down) ... -7.524 / -7.739 eV
HOMO-LUMO gap (spin up / spin down) ... 7.263 / 6.685 eV



Entry x
The following is a quantum chemistry calculation of C5H5N in the gas phase, from OMol25.

```
! RIJCOSX wB97M-V def2-TZVPD def2/J DEFGRID3
* xyz 0 1
C 0.1268 0.9455 -1.3727
C -0.6745 -0.0392 -0.6354
C -1.5407 -0.7632 -0.0642
C 0.0335 -0.9864 0.7221
C 0.0732 -0.2336 1.9762
N 0.1325 0.3978 2.9437
H -0.5269 1.4717 -2.0722
H 0.9344 0.4863 -1.9473
H 0.5502 1.6882 -0.6930
H -0.1260 -2.0497 0.9051
H 1.0175 -0.9174 0.2376
*
```

Output
LUMO ... 0.6 eV
E_HOMO ... -10.465 eV
HOMO-LUMO gap ... 11.098 eV



Entry y
The following is a quantum chemistry calculation of C5H5N in the gas phase, from OMol25.

```
! RIJCOSX wB97M-V def2-TZVPD def2/J DEFGRID3
* xyz 0 1
C -0.6904 0.9823 -0.7892
C 0.6140 0.2548 -0.4607
C 0.4561 -0.9630 0.4310
C 0.7259 -2.2329 0.2274
C -0.0423 -1.0801 1.7836
N -0.4190 -1.3068 2.8588
H -1.1530 1.4196 0.1006
H -1.4105 0.3056 -1.2580
H -0.4855 1.7956 -1.4947
H 1.3399 0.9432 -0.0134
H 1.0649 -0.1185 -1.3856
*
```

Output
LUMO ... -1.2 eV
E_HOMO ... -10.653 eV
HOMO-LUMO gap ... 9.440 eV



Decreasing stability: entry y, entry x, entry w



Entry w
The following is a quantum chemistry calculation of C2H4N2O3 in the gas phase, from OMol25.

```
! RIJCOSX wB97M-V def2-TZVPD def2/J DEFGRID3
* xyz 0 1
C -0.9082 -0.1219 0.6877
C -0.3538 0.7226 -0.5491
N 1.7306 0.0275 -0.5359
N 0.0427 -0.8327 1.3209
O -2.1174 -0.1679 0.8792
O 1.0471 1.0724 -0.3974
O -0.2082 -1.9327 1.9270
H -0.4161 -0.0507 -1.2703
H -0.9957 1.6503 -0.6325
H 2.6761 0.2271 -0.2150
H -1.0939 -2.1160 1.8746
*
```

Output
LUMO (spin up / spin down) ... -1.6 / 0.7 eV
E_HOMO (spin up / spin down) ... -8.514 / -9.804 eV
HOMO-LUMO gap (spin up / spin down) ... 6.947 / 10.487 eV



Entry x
The following is a quantum chemistry calculation of C2H4N2O3 in the gas phase, from OMol25.

```
! RIJCOSX wB97M-V def2-TZVPD def2/J DEFGRID3
* xyz 0 1
C 0.3315 -0.1433 -0.2217
N 0.5319 -1.4899 0.0794
C 0.6255 1.1652 0.4525
O 1.2835 0.7117 -0.7908
O -1.9309 -0.2441 -0.0293
N -0.9640 0.2947 -0.7497
O -0.4782 1.8830 0.3182
H -2.7574 0.1010 -0.4088
H 0.8274 -2.0242 -0.7300
H 1.1810 -1.6223 0.8423
H 1.3497 1.3682 1.2379
*
```

Output
LUMO (spin up / spin down) ... -0.7 / -1.0 eV
E_HOMO (spin up / spin down) ... -9.302 / -8.941 eV
HOMO-LUMO gap (spin up / spin down) ... 8.559 / 7.925 eV



Decreasing stability: entry x, entry w



Entry w
The following is a quantum chemistry calculation of C2H4N2O3 in the gas phase, from OMol25.

```
! RIJCOSX wB97M-V def2-TZVPD def2/J DEFGRID3
* xyz 0 1
N -0.0992 1.5928 0.0493
C -0.8103 0.4557 -0.0608
O -2.0343 0.2919 -0.0095
N -0.0599 -0.7316 0.0348
O -0.8028 -1.8524 -0.1317
C 1.3033 -0.8058 0.0437
O 2.0860 0.1438 -0.0565
H 0.9637 1.7214 -0.1808
H -0.4556 2.5559 -0.2215
H -1.7741 -1.5626 0.4056
H 1.6831 -1.8090 0.1273
*
```

Output
LUMO ... 0.7 eV
E_HOMO ... -9.912 eV
Structure (SMILES) ... NC(=O)N(O)C=O
HOMO-LUMO gap ... 10.593 eV



Entry x
The following is a quantum chemistry calculation of C2H4N2O3 in the gas phase, from OMol25.

```
! RIJCOSX wB97M-V def2-TZVPD def2/J DEFGRID3
* xyz 0 1
O -2.7872 0.3509 0.1181
N -1.6735 0.0057 0.0758
N -1.1218 -1.1206 -0.1647
C 0.3369 -0.9703 -0.0730
C 0.6924 0.5465 0.4361
O 1.5731 1.0037 -0.5361
O -0.5819 1.1105 0.3837
H 0.6520 -0.9701 -1.0103
H 0.7273 -1.6816 0.5719
H 1.1927 0.5424 1.5008
H 0.9897 1.1828 -1.3025
*
```

Output
LUMO ... 0.7 eV
E_HOMO ... -10.590 eV
Structure (SMILES) ... [O-][N+]1=NC[C@@H](O)O1
HOMO-LUMO gap ... 11.322 eV



Entry y
The following is a quantum chemistry calculation of C2H4N2O3 in the gas phase, from OMol25.

```
! RIJCOSX wB97M-V def2-TZVPD def2/J DEFGRID3
* xyz 0 1
N 2.1262 -1.0770 -0.0076
C 1.3895 0.0511 0.0030
O 1.8044 1.1847 -0.0044
O 0.0552 -0.2918 0.0053
C -0.8385 0.7405 0.0028
N -2.0924 0.5590 0.0025
O -2.4265 -0.7848 -0.0060
H 3.1291 -1.0011 0.0276
H 1.6870 -1.9810 0.0118
H -0.4343 1.7434 -0.0046
H -3.3894 -0.7498 0.0070
*
```

Output
LUMO ... 0.7 eV
E_HOMO ... -9.716 eV
Structure (SMILES) ... NC(=O)O/C=N\O
HOMO-LUMO gap ... 10.430 eV



Decreasing stability: entry y, entry w, entry x